(1)
A gas-phase ion, C2H6N5O (charge +1) in a non-equilibrium geometry, computed with wB97M-V/def2-TZVPD.

ORCA input file:
```
! wB97M-V def2-TZVPD RIJCOSX def2/J DEFGRID3
* xyz 1 1
C 0.92 0.97 -0.11
C 0.42 -1.87 1.07
N -1.76 -1.14 1.40
N -0.85 -0.56 -0.37
N -0.68 -1.15 0.87
N -0.33 0.58 -0.65
N -1.01 1.42 -1.36
O 1.14 2.20 -0.51
H 1.00 -2.25 0.10
H 1.25 -1.26 1.55
H 0.39 -2.56 1.95
H -0.48 1.89 -2.09
H -1.94 1.14 -1.74
H 1.92 2.57 -0.11
*
```

Results
HOMO level (alpha / beta) ... -14.741 / -13.664 eV
LUMO (alpha / beta) ... -6.461 / -6.402 eV
Total energy ... -11653.247 eV
Molecular weight ... 116.10 g/mol
Relative energy (zero: lowest compared OMol25 entry of this formula, charge and spin) ... 564.3 kJ/mol



(2)
2 unconnected molecules or ions with the total composition C10H10BrNO3 in a non-equilibrium geometry, computed with wB97M-V/def2-TZVPD.

ORCA input file:
```
! wB97M-V def2-TZVPD RIJCOSX def2/J DEFGRID3
* xyz 0 1
O 3.94 0.68 1.44
C 3.62 0.10 0.43
C 4.39 -0.94 -0.35
C 3.29 -2.03 -0.34
C 2.05 -1.20 -0.68
Br 0.45 -1.95 0.19
N 2.29 0.14 -0.17
H 4.52 -0.57 -1.36
H 5.31 -1.28 0.09
H 3.18 -2.30 0.71
H 3.47 -2.90 -0.95
H 1.82 -1.20 -1.73
H 2.29 0.79 -0.94
O -1.60 0.81 -1.64
C -2.42 0.92 -0.75
C -2.04 0.73 0.68
C -2.94 0.86 1.65
C -4.35 1.19 1.36
O -5.17 1.31 2.24
C -4.73 1.38 -0.07
C -3.83 1.25 -1.04
H -1.00 0.49 0.87
H -2.68 0.73 2.70
H -5.77 1.62 -0.26
H -4.09 1.38 -2.08
*
```

Results
HOMO level ... -10.036 eV
LUMO ... -1.339 eV
Total energy ... -88205.877 eV
Molecular weight ... 272.10 g/mol
Relative energy (zero: lowest compared OMol25 entry of this formula, charge and spin) ... 25.4 kJ/mol
SMILES string ... O=C1CC[C@@H](Br)N1.O=C1C=CC(=O)C=C1



(3)
A molecular structure, C23H43CdCl2N4O6Si in a non-equilibrium geometry, computed with wB97M-V/def2-TZVPD.

ORCA input file:
```
! wB97M-V def2-TZVPD RIJCOSX def2/J DEFGRID3
* xyz -1 1
C -2.25 -0.70 -5.59
C -1.60 -1.80 -4.80
H -2.52 -0.97 -6.61
H -1.60 0.19 -5.63
H -3.18 -0.41 -5.07
C -1.30 -3.03 -5.26
C -1.26 -3.42 -6.73
H -1.04 -3.82 -4.54
H -0.86 -2.61 -7.38
H -2.26 -3.71 -7.09
H -0.62 -4.32 -6.87
Cd 1.35 1.47 0.83
Cl 1.71 3.84 0.55
C -0.03 -1.22 1.62
O 1.04 -0.57 1.40
N -0.01 -2.42 2.22
C 1.24 -3.07 2.56
C -1.29 -3.05 2.55
H -1.01 -0.85 1.29
H 2.02 -2.33 2.71
H 1.57 -3.77 1.79
H 1.13 -3.68 3.47
H -2.14 -2.36 2.47
H -1.24 -3.40 3.58
H -1.47 -3.89 1.87
H 0.57 4.56 5.78
H -1.59 4.89 5.08
C 0.90 3.98 4.92
C -1.38 4.62 4.04
N -0.27 3.67 4.09
H 1.33 3.03 5.23
C -0.21 2.62 3.26
O 0.86 1.99 3.07
H -2.29 4.21 3.58
H -1.16 2.35 2.77
H 1.66 4.54 4.37
H -1.10 5.52 3.45
H 2.29 0.91 -3.71
H 2.06 -2.13 -3.67
C 3.24 0.52 -3.32
C 3.00 -1.94 -3.11
N 3.00 -0.62 -2.47
H 3.76 1.29 -2.76
C 3.00 -0.46 -1.14
O 3.21 0.63 -0.54
H 3.11 -2.72 -2.34
H 2.80 -1.39 -0.59
H 3.88 0.16 -4.15
H 3.85 -2.01 -3.82
O -0.14 -0.49 -3.54
C -1.17 -1.32 -3.37
C 0.17 -2.84 -1.77
C -1.05 -2.47 -2.33
H 1.05 -2.21 -1.96
C 0.27 -4.02 -1.01
H -2.05 -0.72 -3.07
C -2.21 -3.16 -1.96
H 1.23 -4.35 -0.62
C -0.89 -4.69 -0.61
C -2.13 -4.22 -1.05
H -3.18 -2.82 -2.36
H -0.82 -5.55 0.06
H -3.04 -4.71 -0.70
Si -0.12 3.34 -1.95
Cl 0.20 1.19 -1.34
C 1.47 4.35 -2.29
C -1.25 4.23 -0.73
C -1.12 3.15 -3.52
H 2.42 3.85 -1.99
H 1.41 5.32 -1.76
H 1.53 4.57 -3.37
H -0.47 2.81 -4.35
H -1.57 4.14 -3.74
H -1.93 2.41 -3.38
H -1.85 3.58 -0.08
H -1.97 4.78 -1.39
H -0.70 4.98 -0.13
O -2.52 0.30 2.62
N -2.90 0.93 1.60
O -2.06 1.24 0.73
*
```

Results
HOMO level ... -3.513 eV
LUMO ... 2.590 eV
Total energy ... -80281.938 eV
Molecular weight ... 683.02 g/mol
Relative energy (zero: lowest compared OMol25 entry of this formula, charge and spin) ... 0.0 kJ/mol



(4)
C5H3N in the gas phase, computed with wB97M-V/def2-TZVPD.

ORCA input file:
```
! wB97M-V def2-TZVPD RIJCOSX def2/J DEFGRID3
* xyz 0 1
C -0.07 -0.01 -0.02
C 0.69 1.19 0.00
C 2.02 -0.88 0.00
C 0.67 -1.16 0.00
C 2.03 1.28 0.00
N 3.02 -0.25 0.00
H -1.15 -0.03 -0.04
H 0.21 2.16 0.02
H 0.27 -2.16 0.02
*
```

Results
HOMO level ... -9.230 eV
LUMO ... -0.072 eV
Total energy ... -6718.503 eV
Molecular weight ... 77.09 g/mol
Relative energy (zero: lowest compared OMol25 entry of this formula, charge and spin) ... 214.2 kJ/mol



(5)
2 unconnected molecules or ions with the total composition C12H25FNO2 in a non-equilibrium geometry, computed with wB97M-V/def2-TZVPD.

ORCA input file:
```
! wB97M-V def2-TZVPD RIJCOSX def2/J DEFGRID3
* xyz 1 1
C 0.92 2.05 -0.11
C 0.94 0.55 -0.19
F 1.61 0.08 0.89
C 1.63 -0.02 -1.43
N 2.04 0.93 -2.51
C 1.27 0.61 -3.78
C 0.19 -0.38 -3.32
C 0.84 -1.15 -2.13
C 1.63 -2.36 -2.64
C 0.62 -3.47 -2.88
O 0.11 -3.64 -3.91
H 0.23 2.51 -0.80
H 0.58 2.31 0.89
H 1.91 2.47 -0.21
H -0.08 0.18 -0.15
H 2.52 -0.50 -1.05
H 2.98 0.61 -2.75
H 2.20 1.91 -2.28
H 1.96 0.21 -4.49
H 0.72 1.48 -4.11
H -0.68 0.10 -2.90
H -0.06 -0.98 -4.18
H 0.05 -1.48 -1.48
H 2.33 -2.73 -1.90
H 2.14 -2.10 -3.55
H 0.41 -4.11 -2.01
C -1.01 1.96 4.15
C -2.44 1.65 3.73
O -2.54 0.91 2.53
C -1.92 -0.36 2.52
C -2.47 -1.33 3.56
H -0.49 2.51 3.37
H -1.01 2.56 5.06
H -0.44 1.05 4.36
H -2.97 2.59 3.55
H -2.98 1.14 4.54
H -0.83 -0.25 2.62
H -2.11 -0.78 1.52
H -2.30 -0.97 4.58
H -1.98 -2.30 3.47
H -3.54 -1.46 3.43
*
```

Results
HOMO level ... -11.893 eV
LUMO ... -3.394 eV
Total energy ... -21144.310 eV
Molecular weight ... 234.34 g/mol



(6)
C4H6N2O2 in the gas phase in a non-equilibrium geometry, computed with wB97M-V/def2-TZVPD.

ORCA input file:
```
! wB97M-V def2-TZVPD RIJCOSX def2/J DEFGRID3
* xyz 0 1
H 1.01 2.72 -0.18
N 0.09 2.12 -0.01
C 0.50 0.93 -0.05
O 1.89 0.66 -0.04
C 2.07 -0.72 0.06
O 0.74 -1.33 -0.12
N -0.15 -0.24 -0.17
C -1.41 -0.69 -0.10
C -2.50 0.04 0.08
H 2.28 -1.19 1.21
H 2.95 -1.11 -0.65
H -1.35 -1.82 -0.07
H -3.47 -0.46 0.12
H -2.64 1.09 -0.06
*
```

Results
HOMO level ... -8.401 eV
LUMO ... 0.743 eV
Total energy ... -11316.216 eV
Molecular weight ... 114.10 g/mol
Relative energy (zero: lowest compared OMol25 entry of this formula, charge and spin) ... 465.6 kJ/mol
SMILES string ... [H]/N=C1\OCON1C=C